(1)
11 unconnected molecules or ions with the total composition C34H70FNO10Si. Source: OMol25; level of theory: ωB97M-V with the def2-TZVPD basis set.

E_HOMO = -9.05 eV
total energy = -68952.023 eV
LUMO = 0.6 eV
structure (SMILES) = [H]/N=C/C[SiH2][C@H](C)F.CC(C)=O.CC(C)=O.CC(C)=O.CC(C)=O.CC(C)=O.CC(C)=O.CC(C)=O.CC(C)=O.CC(C)=O.CC(C)=O
frontier orbital gap = 9.62 eV

Element x y z (Å)
C1 2.346 4.776 -0.539
C2 0.863 5.129 -0.728
F1 0.725 6.501 -1.051
Si1 -0.299 4.609 0.683
C3 0.475 4.737 2.413
C4 1.583 5.746 2.592
N1 1.956 6.074 3.767
H1 2.648 4.076 -1.315
H2 2.919 5.691 -0.707
H3 2.580 4.350 0.436
H4 0.522 4.586 -1.616
H5 -0.709 3.217 0.477
H6 -1.528 5.437 0.681
H7 0.817 3.769 2.789
H8 -0.325 5.041 3.095
H9 2.084 6.203 1.734
H10 2.714 6.757 3.728
C5 3.906 8.949 8.090
C6 3.429 8.718 6.677
O1 4.209 8.576 5.762
C7 1.938 8.670 6.454
H11 4.993 8.960 8.110
H12 3.531 9.905 8.460
H13 3.545 8.151 8.741
H14 1.480 9.614 6.752
H15 1.502 7.855 7.034
H16 1.745 8.496 5.398
C8 3.033 -0.324 -2.171
C9 2.010 0.766 -2.346
O2 2.033 1.784 -1.688
C10 0.944 0.533 -3.389
H17 3.737 -0.034 -1.393
H18 2.543 -1.253 -1.882
H19 3.571 -0.484 -3.101
H20 0.374 -0.364 -3.145
H21 1.405 0.404 -4.370
H22 0.270 1.387 -3.419
C11 2.940 -4.483 -2.739
C12 3.956 -3.811 -3.623
O3 3.888 -2.633 -3.896
C13 5.064 -4.682 -4.159
H23 2.193 -3.757 -2.423
H24 2.447 -5.281 -3.295
H25 3.428 -4.900 -1.855
H26 4.640 -5.490 -4.757
H27 5.637 -5.110 -3.334
H28 5.728 -4.085 -4.781
C14 0.111 -7.570 -6.510
C15 0.537 -6.230 -5.972
O4 1.516 -6.118 -5.264
C16 -0.295 -5.031 -6.349
H29 0.803 -8.335 -6.161
H30 -0.895 -7.802 -6.165
H31 0.116 -7.553 -7.601
H32 -1.315 -5.150 -5.996
H33 -0.304 -4.911 -7.433
H34 0.144 -4.143 -5.897
C17 -5.202 -5.775 -6.371
C18 -4.157 -6.794 -5.989
O5 -2.983 -6.610 -6.234
C19 -4.631 -8.044 -5.295
H35 -4.727 -4.928 -6.861
H36 -5.927 -6.221 -7.053
H37 -5.723 -5.424 -5.478
H38 -5.332 -8.580 -5.937
H39 -5.128 -7.787 -4.359
H40 -3.787 -8.686 -5.079
C20 -5.187 -12.299 -2.621
C21 -4.124 -11.653 -3.474
O6 -4.153 -10.472 -3.736
C22 -3.023 -12.548 -3.987
H41 -5.915 -11.550 -2.319
H42 -5.694 -13.084 -3.184
H43 -4.735 -12.737 -1.729
H44 -3.443 -13.342 -4.605
H45 -2.485 -12.996 -3.150
H46 -2.327 -11.962 -4.584
C23 5.397 2.684 3.950
C24 5.729 3.589 5.111
O7 6.578 3.292 5.921
C25 4.950 4.876 5.214
H47 6.023 1.795 3.991
H48 4.350 2.380 4.000
H49 5.574 3.200 3.005
H50 3.884 4.663 5.309
H51 5.112 5.484 4.323
H52 5.282 5.435 6.086
C26 -5.228 3.465 0.672
C27 -4.160 2.473 1.051
O8 -2.995 2.648 0.769
C28 -4.606 1.244 1.808
H53 -4.777 4.297 0.138
H54 -5.968 2.985 0.029
H55 -5.718 3.840 1.562
H56 -5.323 0.677 1.212
H57 -5.077 1.534 2.749
H58 -3.744 0.615 2.021
C29 5.892 -2.226 5.667
C30 4.986 -1.154 5.111
O9 4.937 -0.918 3.927
C31 4.147 -0.388 6.105
H59 6.438 -2.696 4.853
H60 6.604 -1.786 6.367
H61 5.303 -2.982 6.186
H62 4.792 0.125 6.821
H63 3.487 -1.070 6.643
H64 3.544 0.349 5.579
C32 -6.510 7.895 1.409
C33 -7.451 6.727 1.246
O10 -7.039 5.596 1.130
C34 -8.929 7.035 1.234
H65 -5.483 7.539 1.400
H66 -6.649 8.603 0.590
H67 -6.704 8.403 2.355
H68 -9.163 7.710 0.409
H69 -9.219 7.509 2.174
H70 -9.491 6.113 1.112

---

(2)
A molecular structure, CH10Na7O8 at a distorted geometry. Source: OMol25; level of theory: ωB97M-V with the def2-TZVPD basis set.

E_HOMO = -25.47 eV
total energy = -48443.951 eV
LUMO = -18.2 eV
charge = +5
relative energy (zero: lowest compared OMol25 entry of this formula, charge and spin) = 0.0 kJ/mol
frontier orbital gap = 7.26 eV

Element x y z (Å)
Na1 -1.530 3.244 1.143
Na2 1.866 3.290 1.255
Na3 -3.856 -0.591 0.106
Na4 -0.942 -2.322 1.658
Na5 2.754 0.634 -0.394
Na6 0.463 2.914 -1.999
Na7 1.983 0.036 2.996
C1 -0.045 0.387 0.634
O1 -1.254 0.120 0.978
O2 0.322 1.554 0.087
O3 0.869 -0.537 0.760
O4 -2.758 -0.070 -1.943
H1 -1.876 -0.051 -1.553
H2 -2.800 0.645 -2.592
O5 0.192 -2.235 -1.551
H3 0.955 -2.555 -2.062
H4 0.579 -1.765 -0.803
O6 1.051 0.580 -2.708
H5 0.688 -0.267 -2.373
H6 0.676 0.631 -3.607
O7 2.896 -2.670 0.834
H7 2.167 -2.049 0.826
H8 3.518 -2.415 0.139
O8 -2.338 1.266 3.413
H9 -1.665 1.414 4.090
H10 -1.916 0.814 2.667

---

(3)
A single C24H35N3O6 molecule. Source: OMol25; level of theory: ωB97M-V with the def2-TZVPD basis set.

E_HOMO = -8.14 eV
total energy = -42213.468 eV
LUMO = 0.5 eV
relative energy (zero: lowest compared OMol25 entry of this formula, charge and spin) = 2.1 kJ/mol
structure (SMILES) = CCOc1cc2[nH]c(=O)n(C[C@H]3CC[C@H](C(=O)NCCCOC)CC3)c(=O)c2cc1OCC
frontier orbital gap = 8.65 eV

Element x y z (Å)
C1 -8.918 -0.022 2.331
C2 -7.601 0.598 1.892
O1 -6.968 -0.322 1.023
C3 -5.777 -0.008 0.479
C4 -5.084 1.167 0.705
C5 -3.854 1.389 0.085
C6 -3.317 0.426 -0.763
C7 -4.018 -0.765 -0.994
C8 -5.232 -0.998 -0.392
O2 -6.011 -2.097 -0.553
C9 -5.539 -3.175 -1.338
C10 -4.502 -4.026 -0.610
H1 -4.236 -4.880 -1.226
H2 -4.914 -4.381 0.331
H3 -3.604 -3.451 -0.399
H4 -5.146 -2.813 -2.295
H5 -6.434 -3.772 -1.535
H6 -3.558 -1.472 -1.664
C11 -2.029 0.651 -1.408
O3 -1.493 -0.143 -2.156
N1 -1.422 1.868 -1.115
C12 -1.939 2.846 -0.288
O4 -1.385 3.901 -0.075
N2 -3.146 2.550 0.292
H7 -3.526 3.267 0.896
C13 -0.132 2.132 -1.738
H8 0.048 3.205 -1.660
H9 -0.207 1.840 -2.788
C14 1.006 1.351 -1.073
C15 1.143 1.707 0.407
C16 2.290 0.928 1.045
H10 2.059 -0.139 1.002
H11 2.388 1.206 2.096
C17 3.602 1.219 0.314
C18 4.788 0.499 0.949
O5 5.755 1.097 1.378
N3 4.674 -0.846 0.997
H12 3.876 -1.284 0.565
C19 5.720 -1.723 1.467
C20 6.404 -2.465 0.315
C21 7.265 -1.508 -0.510
O6 8.401 -1.150 0.249
C22 8.774 0.203 0.137
H13 9.040 0.462 -0.896
H14 7.971 0.864 0.481
H15 9.647 0.331 0.774
H16 7.584 -1.993 -1.445
H17 6.680 -0.618 -0.769
H18 5.655 -2.933 -0.328
H19 7.050 -3.240 0.724
H20 6.455 -1.102 1.982
H21 5.293 -2.439 2.176
C23 3.470 0.865 -1.171
C24 2.319 1.644 -1.799
H22 2.226 1.374 -2.853
H23 2.530 2.714 -1.742
H24 3.282 -0.206 -1.290
H25 4.403 1.100 -1.689
H26 3.817 2.289 0.397
H27 1.321 2.780 0.505
H28 0.214 1.478 0.935
H29 0.780 0.283 -1.166
H30 -5.480 1.928 1.358
H31 -7.783 1.546 1.368
H32 -6.962 0.793 2.764
H33 -8.731 -0.963 2.841
H34 -9.439 0.653 3.004
H35 -9.541 -0.218 1.464

---

(4)
A single C4H6O2S molecule at a distorted geometry. Source: OMol25; level of theory: ωB97M-V with the def2-TZVPD basis set.

E_HOMO (spin up / spin down) = -8.93 / -8.99 eV
total energy = -19171.775 eV
LUMO (spin up / spin down) = -1.5 / -1.6 eV
relative energy (zero: lowest compared OMol25 entry of this formula, charge and spin) = 340.8 kJ/mol
structure (SMILES) = C=CC(C)=S(=O)=O
frontier orbital gap (spin up / spin down) = 7.44 / 7.39 eV

Element x y z (Å)
C1 1.618 -1.219 -0.087
C2 0.274 -1.227 0.009
C3 -0.399 0.005 0.181
C4 0.347 1.410 0.043
O1 -2.667 1.336 0.172
O2 -2.640 -1.233 -0.001
S1 -2.048 0.078 -0.221
H1 2.228 -2.013 0.091
H2 2.083 -0.276 -0.227
H3 -0.266 -2.086 0.098
H4 1.139 1.341 -0.640
H5 0.754 1.932 0.898
H6 -0.422 1.953 -0.315

---

(5)
A single C2H7O2PS molecule at a distorted geometry. Source: OMol25; level of theory: ωB97M-V with the def2-TZVPD basis set.

E_HOMO = -8.41 eV
total energy = -26404.832 eV
LUMO = 0.1 eV
relative energy (zero: lowest compared OMol25 entry of this formula, charge and spin) = 183.8 kJ/mol
structure (SMILES) = C=[P@](O)(S)OC
frontier orbital gap = 8.51 eV

Element x y z (Å)
C1 -1.947 0.723 -0.027
C2 1.339 0.882 1.110
O1 -0.465 -0.268 -2.066
O2 0.894 0.527 -0.191
P1 -0.552 -0.120 -0.492
S1 -0.072 -2.536 0.170
H1 -1.912 1.263 0.955
H2 -2.811 0.291 -0.446
H3 2.311 0.509 1.161
H4 0.681 0.435 1.690
H5 1.392 1.902 1.089
H6 0.166 -0.971 -2.098
H7 0.977 -2.636 -0.855

---

(6)
2 unconnected molecules or ions with the total composition C4H16N3O at a distorted geometry. Source: OMol25; level of theory: ωB97M-V with the def2-TZVPD basis set.

E_HOMO = -12.90 eV
total energy = -10918.597 eV
LUMO = -2.9 eV
charge = +1
relative energy (zero: lowest compared OMol25 entry of this formula, charge and spin) = 121.6 kJ/mol
frontier orbital gap = 9.99 eV

Element x y z (Å)
C1 2.324 -0.069 -1.009
O1 3.452 0.792 -1.224
C2 1.133 0.790 -1.381
N1 0.008 -0.170 -1.677
H1 2.330 -0.405 0.061
H2 2.318 -0.957 -1.660
H3 4.256 0.315 -0.973
H4 0.855 1.515 -0.557
H5 1.356 1.291 -2.316
H6 -0.359 -0.843 -0.832
H7 0.389 -0.798 -2.396
H8 -0.799 0.385 -1.986
C3 -1.311 0.607 1.209
C4 -1.692 -0.861 1.249
N2 -0.835 -1.707 0.321
N3 -2.117 1.393 2.135
H9 -0.252 0.684 1.396
H10 -1.479 1.035 0.188
H11 -1.664 -1.170 2.317
H12 -2.731 -0.896 0.928
H13 -1.316 -2.589 0.197
H14 -0.035 -1.853 0.883
H15 -1.907 1.115 3.084
H16 -1.925 2.394 2.042